# 1
64
Properties=species:S:1:pos:R:3:nbo_charge:R:1 method="wB97M-V/def2-TZVPD" e_lumo_ev=2.475 charge=-1 orbital_gap_ev=6.25 fmax_ev_per_a=3.53 de_lowest_ev=2.343
O -0.07942 -4.70449 -0.13105 -0.574
C 0.92998 -5.54194 0.69962 -0.087
C 0.35581 -6.86893 0.28847 -0.478
H 0.87147 -5.33774 1.78192 0.227
H 1.95316 -5.35081 0.29085 0.184
C -0.41626 -6.02226 -0.75798 0.284
H -0.24720 -7.34984 1.09139 0.210
H 1.05430 -7.58032 -0.15458 0.204
C -1.91676 -6.31234 -0.81602 -0.631
H -2.40276 -6.09550 0.15268 0.226
H -2.14597 -7.36627 -1.05394 0.208
H -2.35022 -5.71827 -1.63009 0.222
C 0.35613 -6.08442 -2.04885 -0.630
H 1.40640 -5.85920 -1.81606 0.212
H -0.01489 -5.30497 -2.69657 0.228
H 0.32113 -7.05064 -2.55300 0.203
Ca 0.18100 -1.17353 -0.38668 1.758
C 1.48660 0.54117 -1.95120 -0.374
C 2.34767 0.64386 -0.82637 -0.338
C 2.93932 -0.62804 -0.61970 -0.427
H 2.57599 1.56938 -0.30554 0.209
C 2.68515 -1.40913 -1.77240 -0.412
C 1.73428 -0.72061 -2.58002 -0.414
H 1.31539 -1.04547 -3.53782 0.210
H 0.73536 1.26431 -2.27599 0.228
H 3.51871 -0.94250 0.24781 0.202
H 3.24347 -2.29837 -2.07196 0.202
C -1.96928 0.17248 -1.19159 -0.303
C -1.50065 -0.65397 -2.25827 -0.440
C -1.90307 -1.99043 -1.99503 -0.417
H -0.89623 -0.29186 -3.09964 0.215
C -2.51692 -2.01816 -0.70411 -0.405
C -2.55059 -0.69001 -0.20109 -0.408
H -2.98909 -0.34235 0.73563 0.207
H -2.05561 1.26105 -1.26481 0.227
H -1.86443 -2.85118 -2.66563 0.202
H -2.98210 -2.88100 -0.22084 0.203
O -0.37334 -4.54320 3.44829 -0.569
C -0.37434 -3.44853 2.37735 -0.134
C 1.09731 -2.99130 2.10384 -0.469
H -1.05518 -2.56331 2.68933 0.202
H -0.82998 -3.87636 1.46170 0.245
C 1.82936 -3.42585 3.42366 -0.449
H 1.01826 -1.90479 1.83753 0.242
H 1.58441 -3.39908 1.17879 0.211
C 0.84871 -4.34462 4.22660 -0.082
H 2.05114 -2.49108 3.95154 0.226
H 2.76411 -3.92950 3.09886 0.210
H 0.51645 -3.81599 5.14123 0.178
H 1.28174 -5.35531 4.40443 0.180
Cl -0.80782 6.25949 4.12005 -0.008
C -0.62116 4.82048 3.23341 -0.069
C -0.48012 4.90328 1.82856 -0.249
C -0.26141 3.73116 1.10437 -0.169
C -0.25341 2.51130 1.80995 -0.070
C -0.40878 2.42840 3.19770 -0.194
C -0.61709 3.59780 3.93635 -0.243
C -0.14384 1.23070 1.05859 0.737
O -0.25927 1.35636 -0.21079 -0.739
O 0.05724 0.10633 1.63857 -0.849
H -0.53088 5.86011 1.32239 0.218
H -0.10320 3.72146 0.01724 0.250
H -0.35156 1.45019 3.67774 0.240
H -0.77703 3.56454 5.01270 0.217

# 2
16
Properties=species:S:1:pos:R:3:nbo_charge:R:1 method="wB97M-V/def2-TZVPD" e_lumo_ev="-0.432 / -0.430" smiles="CO[C@@H]1CSC(=C=O)C1=O" orbital_gap_ev="7.62 / 7.63" fmax_ev_per_a=5.15 de_lowest_ev=3.273
C 2.21828 -2.26615 -1.76567 0.785
C 1.62770 -0.96491 -1.12217 -0.552
C 0.40574 -1.24898 -0.31208 0.492
C 0.17609 1.20590 -0.66501 -0.477
C -0.07100 0.01904 0.23329 -0.013
C -1.84396 0.97451 1.53735 -0.257
O 2.88118 -3.20090 -1.74217 -0.390
O 0.05911 -2.39686 0.02708 -0.536
O -1.47466 -0.05356 0.67835 -0.501
S 1.53777 0.63250 -1.83176 0.250
H -0.68736 1.47247 -1.25706 0.234
H 0.55008 1.99493 -0.20620 0.210
H 0.68864 0.15851 1.14135 0.215
H -1.69748 0.85906 2.60293 0.174
H -2.93641 0.83420 1.44244 0.205
H -1.43370 1.98024 1.23933 0.161

# 3
21
Properties=species:S:1:pos:R:3:nbo_charge:R:1 method="wB97M-V/def2-TZVPD" e_lumo_ev=0.596 smiles="CCCCNC=O.O" orbital_gap_ev=9.98 fmax_ev_per_a=6.68 de_lowest_ev=2.405
O -0.17679 3.04322 1.10097 -0.594
C 0.42765 2.31194 1.83086 0.536
N 1.28335 1.28570 1.34677 -0.638
C 1.42354 0.85053 -0.11799 -0.233
C 0.84599 -0.48986 -0.43653 -0.441
C -0.29031 -0.40766 -1.53251 -0.407
C -0.65304 -1.81490 -2.16317 -0.622
H 0.29182 2.29090 2.87958 0.116
H 1.86659 0.83918 1.90004 0.365
H 2.59021 1.03665 -0.24286 0.202
H 0.92205 1.68013 -0.74700 0.230
H 0.57363 -0.90600 0.56976 0.229
H 1.71134 -1.16598 -0.84650 0.199
H -1.24230 -0.10637 -1.00767 0.218
H -0.15524 0.41306 -2.26130 0.208
H 0.20416 -2.49562 -2.43076 0.205
H -1.06531 -2.48546 -1.35564 0.207
H -1.38896 -1.60551 -3.09295 0.218
H -2.89809 -0.14333 2.39406 0.477
H -2.15666 -1.55296 2.22774 0.474
O -2.11364 -0.57767 1.98511 -0.949

# 4
25
Properties=species:S:1:pos:R:3:nbo_charge:R:1 method="wB97M-V/def2-TZVPD" e_lumo_ev=0.028 orbital_gap_ev=6.94 fmax_ev_per_a=2.34 de_lowest_ev=5.491
C 0.62684 0.38494 -1.21416 0.233
C -0.25966 1.56689 -1.54554 -0.103
C 1.86750 0.60873 -0.45058 -0.691
N 0.54480 -0.65235 -2.09980 -0.789
O -1.55695 1.19627 -1.95987 -0.724
H -1.97329 0.62327 -1.29804 0.496
H -0.17314 -0.00032 0.07128 0.122
H -0.13503 -0.61105 -2.84971 0.416
H 1.06481 -1.49499 -1.91101 0.399
H -0.29634 2.23765 -0.68092 0.182
H 0.19182 2.13505 -2.36973 0.196
H 1.62179 0.46691 0.64859 0.281
H 2.66186 -0.09670 -0.69248 0.225
H 2.24060 1.62813 -0.55654 0.234
C 0.56158 -0.09429 2.37882 -0.778
C -1.03802 -1.91543 0.80316 -0.672
C -0.92933 -0.42059 0.96667 0.201
N -2.00716 0.24403 1.18798 -0.804
H -1.83818 1.24690 1.26485 0.329
H -1.58378 -2.14379 -0.11754 0.214
H 0.55426 0.98108 2.54954 0.193
H -0.05429 -0.60435 3.11494 0.210
H 1.54566 -0.56353 2.37569 0.189
H -0.05025 -2.37226 0.74526 0.202
H -1.58610 -2.35019 1.63912 0.238

# 5
47
Properties=species:S:1:pos:R:3:nbo_charge:R:1 method="wB97M-V/def2-TZVPD" e_lumo_ev="-2.952 / -5.513" charge=+1 multiplicity=3 orbital_gap_ev="8.88 / 6.36" fmax_ev_per_a=2.79
Pd -0.03583 -0.40603 1.14921 0.674
P -2.18713 -0.09150 0.35520 0.966
C -2.13443 0.37934 -1.33617 -0.524
C -0.91070 0.88629 -1.82504 0.222
N 0.19778 0.67066 -1.04809 -0.461
C 1.40106 1.08830 -1.39187 0.242
C 1.60524 1.84098 -2.56245 -0.188
C 0.50873 2.09032 -3.40180 -0.157
C -0.73654 1.60503 -3.04803 -0.199
C 2.56406 0.71939 -0.48494 -0.766
P 2.13192 -0.75606 0.52345 1.085
H -1.63846 1.80092 -3.63170 0.235
H 2.61310 2.15735 -2.78262 0.239
H 0.64764 2.68510 -4.30799 0.249
H 3.47088 0.48554 -1.04896 0.252
H 2.79435 1.54756 0.19967 0.287
H -2.04397 -1.60154 -2.65822 0.487
H -3.03478 0.50714 -1.93364 0.243
H -1.02167 -3.31652 -1.70531 0.499
O -1.88089 -2.55141 -2.79211 -0.947
H -2.30283 -2.78753 -3.62412 0.502
H -0.17573 -1.95480 0.53306 0.032
O -0.69257 -3.65197 -0.81566 -0.968
H 0.27029 -3.81650 -0.94508 0.461
C 2.61678 -2.13637 -0.53057 -0.965
H 3.65752 -1.97833 -0.82619 0.247
H 2.52337 -3.07117 0.02201 0.263
H 1.98126 -2.19099 -1.42080 0.254
C 3.31027 -0.68849 1.87445 -0.961
H 3.24365 -1.60588 2.45446 0.266
H 4.30931 -0.58074 1.44618 0.238
H 3.08060 0.14847 2.53428 0.278
C -2.95888 1.28708 1.28340 -0.932
H -3.95270 1.51694 0.86873 0.238
H -3.04283 1.00161 2.34088 0.267
H -2.31191 2.17356 1.20738 0.274
C -3.34011 -1.47565 0.55858 -0.950
H -3.52390 -1.64727 1.62614 0.266
H -4.29477 -1.24146 0.06698 0.237
H -2.90544 -2.38129 0.11854 0.274
Cl 1.42942 3.88513 3.49757 0.015
C 0.32122 2.62394 4.02799 -0.322
Cl -1.38066 3.10370 4.11525 0.005
C 0.38956 1.44225 3.02788 0.739
O 0.62973 0.29429 3.47651 -0.682
O 0.17127 1.71226 1.79867 -0.762
H 0.63771 2.27832 5.01491 0.250

# 6
24
Properties=species:S:1:pos:R:3:nbo_charge:R:1 method="wB97M-V/def2-TZVPD" e_lumo_ev=0.873 smiles="C/C=C/CCCC.O" orbital_gap_ev=9.80 fmax_ev_per_a=4.72 de_lowest_ev=3.064
C 0.20348 2.34040 -1.59384 -0.633
C 0.35217 1.81410 -0.13513 -0.382
C -0.74506 0.88438 0.53093 -0.413
C -0.41480 -0.59046 0.26246 -0.468
C 1.04580 -1.80527 3.67911 -0.623
C 0.95689 -0.84088 2.43132 -0.198
C 0.16088 -1.37777 1.47616 -0.180
H 1.32150 2.53776 -1.82250 0.226
H -0.37335 1.63414 -2.20259 0.211
H -0.51844 3.09407 -1.51789 0.211
H 1.11854 1.11805 0.01748 0.192
H 0.49064 2.66434 0.59471 0.191
H -1.81368 1.12691 0.31405 0.210
H -0.55853 1.05695 1.65521 0.211
H -1.28281 -1.31061 -0.19966 0.212
H 0.19647 -0.76143 -0.69231 0.221
H 0.37011 -1.47123 4.45713 0.207
H 2.00753 -1.74088 4.10472 0.203
H 0.72326 -2.76333 3.20749 0.211
H 1.43746 0.08513 2.45361 0.200
H -0.14603 -2.41984 1.51982 0.192
H -0.81694 -1.58069 -6.11946 0.481
H -1.99869 -0.48464 -6.51909 0.481
O -1.71640 -1.20921 -5.90173 -0.962

# 7
14
Properties=species:S:1:pos:R:3:nbo_charge:R:1 method="wB97M-V/def2-TZVPD" e_lumo_ev=0.866 orbital_gap_ev=9.56 fmax_ev_per_a=2.22 de_lowest_ev=0.305
C -0.23501 0.32761 0.69720 0.355
C -1.29088 0.79172 -0.34373 -0.553
C 0.68555 -0.66525 -0.79079 -0.310
C -0.04546 -1.18121 0.45412 -0.444
C 1.11677 0.55605 0.01976 -0.449
H -2.28563 0.35803 -0.05393 0.226
H -1.24890 1.84082 -0.45059 0.223
H 1.42498 -1.25631 -1.37989 0.240
H 0.70680 -1.56925 1.18260 0.218
H -0.94172 -1.79294 0.37160 0.221
H 1.34133 1.48426 -0.48800 0.217
H 1.92382 0.30197 0.70884 0.215
F -0.47399 0.82464 1.92777 -0.334
S -0.67765 -0.02014 -1.85496 0.176

# 8
13
Properties=species:S:1:pos:R:3:nbo_charge:R:1 method="wB97M-V/def2-TZVPD" e_lumo_ev=0.824 smiles="CN(C=O)C(N)=O" orbital_gap_ev=11.11 fmax_ev_per_a=5.70 de_lowest_ev=1.578
C 0.08537 1.19567 0.01950 0.798
C 0.59634 -1.11584 -0.61476 0.556
C -1.36430 -0.64484 0.74976 -0.424
N 1.30986 1.33923 -0.46767 -0.829
N -0.16401 -0.24274 0.03302 -0.503
O -0.62210 1.96714 0.57250 -0.598
O 1.53696 -0.93254 -1.30406 -0.607
H 0.13818 -2.21428 -0.71889 0.110
H -1.02114 -0.48606 1.88660 0.214
H -2.25791 -0.09902 0.39117 0.231
H -1.68478 -1.75285 0.73289 0.222
H 1.62855 2.30516 -0.31298 0.396
H 1.81899 0.68097 -0.96706 0.434